Below is C50H53LuN9O2S as an isolated structure at a distorted geometry, with properties calculated with ωB97M-V/def2-TZVPD.

Last column: Mulliken charge in e.
Atoms and positions in Å:
1 Lu 0.05 -0.05 -0.18  2.033
2 C 3.03 -1.25 1.14  -2.153
3 N 1.60 -1.63 1.23  1.188
4 C 1.16 -1.47 2.63  -1.357
5 C -0.31 -1.75 2.80  0.241
6 C -0.77 -2.43 3.92  -1.079
7 C -2.14 -2.64 4.06  -0.705
8 C -2.98 -2.18 3.06  -1.184
9 C -2.43 -1.52 1.97  -0.487
10 N -1.12 -1.28 1.84  0.539
11 C 1.38 -3.04 0.82  -1.918
12 C 0.47 -3.29 -0.37  0.671
13 C 0.61 -4.50 -1.04  -0.790
14 C -0.24 -4.80 -2.09  -0.783
15 C -1.21 -3.87 -2.44  -0.968
16 C -1.28 -2.70 -1.73  -0.295
17 N -0.46 -2.39 -0.70  0.626
18 C 3.40 -0.40 -0.06  0.961
19 C 4.72 -0.38 -0.51  -0.840
20 C 5.05 0.41 -1.61  -0.736
21 C 4.06 1.20 -2.18  -0.989
22 C 2.80 1.18 -1.62  -0.612
23 N 2.46 0.39 -0.59  0.737
24 H 3.68 -2.14 1.15  0.502
25 H 3.30 -0.68 2.03  0.744
26 H 1.34 -0.43 2.93  0.667
27 H 1.73 -2.11 3.31  0.661
28 H -0.08 -2.78 4.67  0.576
29 H -2.53 -3.15 4.93  0.466
30 H -4.05 -2.31 3.12  0.540
31 H -3.06 -1.18 1.17  0.753
32 H 0.93 -3.59 1.65  0.694
33 H 2.33 -3.53 0.61  0.711
34 H 1.36 -5.21 -0.73  0.592
35 H -0.14 -5.74 -2.62  0.488
36 H -1.90 -4.08 -3.24  0.559
37 H -2.02 -1.95 -1.99  0.327
38 H 5.48 -0.97 -0.02  0.637
39 H 6.05 0.41 -1.99  0.482
40 H 4.27 1.81 -3.04  0.520
41 H 2.02 1.83 -2.00  0.461
42 C -5.97 1.69 0.78  -0.750
43 C -5.28 0.93 -0.15  -1.110
44 C -3.90 0.80 -0.08  0.290
45 C -3.20 1.45 0.95  -0.205
46 C -3.93 2.16 1.92  -0.571
47 C -5.29 2.29 1.83  -0.698
48 N -1.81 1.43 0.97  1.256
49 N -1.36 2.19 1.90  -0.510
50 C -0.05 2.42 2.14  -0.128
51 C 0.17 3.29 3.23  -0.583
52 C 1.46 3.63 3.58  -0.649
53 C 2.49 3.09 2.82  -1.124
54 C 2.19 2.25 1.76  -0.435
55 N 0.95 1.88 1.41  0.341
56 H -7.04 1.82 0.70  0.481
57 H -5.82 0.44 -0.94  0.493
58 H -3.36 0.24 -0.84  0.461
59 H -3.39 2.62 2.74  0.461
60 H -5.83 2.87 2.57  0.501
61 H -0.69 3.67 3.76  0.552
62 H 1.66 4.29 4.41  0.470
63 H 3.52 3.31 3.05  0.518
64 H 3.00 1.86 1.15  0.563
65 C 4.04 -4.73 -7.08  -1.555
66 C 3.52 -4.02 -5.89  0.512
67 C 4.07 -4.24 -4.62  -1.257
68 C 3.62 -3.59 -3.50  1.044
69 C 4.28 -3.92 -2.20  -0.978
70 C 2.54 -2.66 -3.62  -0.300
71 C 2.10 -1.98 -2.45  0.706
72 O 1.18 -1.16 -2.30  0.630
73 C 1.97 -2.42 -4.91  1.149
74 C 0.86 -1.45 -5.09  -1.085
75 C 2.47 -3.10 -6.00  -1.104
76 H 4.63 -5.59 -6.80  0.399
77 H 4.66 -4.05 -7.66  0.334
78 H 3.22 -5.04 -7.72  0.404
79 H 4.88 -4.95 -4.54  0.431
80 H 5.05 -4.68 -2.37  0.503
81 H 3.58 -4.34 -1.47  0.103
82 H 4.77 -3.06 -1.75  0.130
83 H 2.69 -2.24 -1.56  -0.526
84 H 1.15 -0.46 -4.76  0.152
85 H -0.01 -1.74 -4.50  0.046
86 H 0.57 -1.41 -6.14  0.507
87 H 2.05 -2.93 -6.98  0.453
88 C -4.65 2.13 -5.91  -1.038
89 C -3.20 2.47 -6.25  -0.742
90 C -2.23 1.98 -5.18  -0.651
91 N -2.41 2.76 -3.97  0.355
92 C -1.93 2.46 -2.78  0.328
93 S -0.96 1.08 -2.57  -0.168
94 N -2.21 3.26 -1.71  0.096
95 C -3.35 4.09 -1.47  0.287
96 O -3.82 4.03 -0.36  -0.485
97 C -3.85 4.97 -2.53  0.335
98 C -5.22 5.25 -2.55  -0.778
99 C -5.75 6.12 -3.48  -0.651
100 C -4.91 6.75 -4.39  -0.579
101 C -3.54 6.51 -4.36  -0.568
102 C -3.01 5.63 -3.44  -0.054
103 H -5.30 2.45 -6.71  0.371
104 H -4.97 2.63 -4.99  0.216
105 H -4.76 1.06 -5.78  0.324
106 H -3.08 3.55 -6.38  0.341
107 H -2.93 1.99 -7.19  0.387
108 H -1.20 2.08 -5.52  0.345
109 H -2.41 0.93 -4.94  0.411
110 H -2.95 3.62 -4.06  -0.133
111 H -1.84 2.90 -0.84  -0.113
112 H -5.86 4.76 -1.83  0.540
113 H -6.81 6.32 -3.49  0.455
114 H -5.32 7.44 -5.11  0.457
115 H -2.89 7.02 -5.05  0.469
116 H -1.94 5.50 -3.38  0.441

Computed properties:
HOMO-LUMO gap	6.689	eV
LUMO energy	-8.70	eV
charge	+3
HOMO level	-0.566	Eh